(1)
DFT (the ωB97M-V functional and the def2-TZVPD basis) results for a structure of composition C8H11O6.

Multiplicity: 1
Gap between HOMO and LUMO (eV): 6.67
Calculated total energy (Eh): -762.81756
Highest occupied orbital energy (eV): -3.38
Charge: -1
ΔE to the lowest compared entry with this formula, charge and spin (kJ/mol): 80.78

```
25
Properties=species:S:1:pos:R:3:nbo_charge:R:1
C -0.5025 -1.3936 1.4315 0.690
C 0.6313 -0.1631 -1.6634 0.001
C 0.3380 0.9776 0.5507 -0.004
C -0.8493 -0.7469 -1.6877 0.101
C -0.5856 -0.2710 0.5981 -0.062
C 1.2167 -0.0254 -0.1698 0.435
C -0.7693 -2.2141 -1.7596 -0.662
C 0.0615 2.7187 2.1732 -0.253
O 0.5535 -1.3950 2.3606 -0.739
O -1.3168 -2.2999 1.4680 -0.678
O -1.4487 -0.2538 -0.5009 -0.528
O 0.6758 1.0941 -2.3475 -0.731
O 2.3179 -0.5055 0.0843 -0.678
O 0.7323 1.5334 1.7977 -0.554
H 1.0541 -0.9029 -2.3782 0.168
H -0.0792 1.8642 -0.0158 0.182
H -1.4723 -0.3398 -2.5598 0.172
H -0.2085 -2.5815 -0.9154 0.233
H -0.1691 -2.5765 -2.5470 0.202
H -1.8318 -2.5735 -1.6369 0.222
H 0.6573 3.6471 1.8809 0.168
H -0.1987 2.7021 3.3727 0.178
H -0.9700 2.7431 1.8326 0.181
H 0.9320 1.7133 -1.6427 0.464
H 1.2315 -0.7510 2.2744 0.491
```

(2)
DFT (the ωB97M-V functional and the def2-TZVPD basis) results for the ion C5H13N2 with charge +1.

Multiplicity: 3
Gap between HOMO and LUMO (spin up / spin down) (eV): 4.77 / 7.98
Calculated total energy (Eh): -307.24222
Highest occupied orbital energy (spin up / spin down) (eV): -7.34 / -16.27
Charge: +1
Expectation value of S²: 2.0065
ΔE to the lowest compared entry with this formula, charge and spin (kJ/mol): 413.62

```
20
Properties=species:S:1:pos:R:3:nbo_charge:R:1
C 1.5894 0.8929 -0.9277 -0.250
C 1.1768 -0.0852 0.1532 0.129
C 1.6605 -1.5636 0.0266 -0.648
C -2.7985 0.4094 0.2582 -0.503
C -0.3261 0.0292 0.6424 -0.379
N 1.9801 1.1492 0.4509 -0.233
N -1.5238 -0.0182 -0.3519 -0.635
H 2.2543 0.5654 -1.6288 0.224
H 0.9552 1.7289 -1.1583 0.229
H 1.1432 -2.0682 0.8612 0.254
H 2.7221 -1.5030 0.0227 0.219
H 1.2785 -2.0558 -0.9092 0.267
H -2.6616 1.5317 0.2471 0.225
H -3.7682 0.2505 -0.3373 0.263
H -2.9438 -0.0752 1.3544 0.245
H -0.3651 1.0563 1.1067 0.193
H -0.6599 -0.6920 1.2820 0.208
H 2.9781 0.9268 0.5565 0.384
H -1.5259 -0.9973 -0.5132 0.398
H -1.1652 0.5182 -1.1356 0.410
```

(3)
DFT (the ωB97M-V functional and the def2-TZVPD basis) results for an isolated molecule of C2H6OS3.

Multiplicity: 1
Gap between HOMO and LUMO (spin up / spin down) (eV): 6.50 / 7.18
Calculated total energy (Eh): -1349.50105
Highest occupied orbital energy (spin up / spin down) (eV): -7.72 / -8.28
ΔE to the lowest compared entry with this formula, charge and spin (kJ/mol): 154.05

```
12
Properties=species:S:1:pos:R:3:nbo_charge:R:1
C -1.3478 -1.6221 0.4603 -0.746
C 1.8597 1.4871 -0.1174 -0.792
O 0.3324 -0.2640 -1.3453 -0.855
S -1.7032 -0.4053 -0.9028 0.622
S -2.5861 1.0065 0.1205 -0.328
S 1.5638 -0.2763 -0.4410 0.702
H -1.8488 -2.5064 0.3072 0.226
H -1.6833 -1.1305 1.4149 0.246
H -0.2460 -1.6050 0.4262 0.229
H 1.2498 2.0323 -0.7835 0.245
H 2.8764 1.7175 -0.0520 0.227
H 1.5330 1.5662 0.9129 0.223
```

- The highest ΔE to the lowest compared entry with this formula, charge and spin belongs to which entry?
  C5H13N2

- The highest multiplicity belongs to which entry?
  C5H13N2

- What is the formula in the third record?
  C2H6OS3

- The highest ΔE to the lowest compared entry with this formula, charge and spin belongs to which entry?
  C5H13N2